16
Properties=species:S:1:pos:R:3:forces:R:3 method="wB97M-V/def2-TZVPD" spin_multiplicity=1 lumo_energy_ev=0.8 smiles=C[C@H]1N2C[C@]12CO homo_energy_ev=-9.767 de_lowest_ev=3.075
C 1.961 -0.141 0.570 -0.028 -0.006 0.031
C 0.970 -0.319 -0.552 0.249 0.188 0.007
N 0.038 -1.473 -0.421 -0.010 -0.036 0.100
C -1.216 0.562 0.781 0.082 -0.245 0.043
C -0.459 -0.088 -0.325 -0.066 0.170 0.026
O -1.578 1.858 0.316 -0.019 0.202 0.220
C -0.934 -0.946 -1.406 -0.256 0.022 -0.229
H 2.839 -0.777 0.422 -0.122 0.075 0.002
H 2.298 0.900 0.622 -0.046 -0.161 -0.043
H 1.512 -0.404 1.533 0.058 -0.002 -0.157
H 1.357 -0.110 -1.555 -0.093 -0.138 0.126
H -0.602 0.606 1.690 -0.063 0.059 -0.155
H -2.113 -0.031 1.012 0.116 0.091 -0.042
H -1.529 2.485 1.045 -0.062 -0.108 -0.067
H -0.611 -0.755 -2.432 0.063 -0.097 0.185
H -1.934 -1.365 -1.301 0.197 -0.016 -0.050